Computed, not measured: an isolated ion of composition C7H12 and charge -1 at a distorted geometry, with ωB97M-V/def2-TZVPD.

Geometry (Å):
1 C 0.9333 0.8289 -1.7880
2 C -0.0374 1.4682 -0.8243
3 C -0.0972 0.9437 0.6054
4 C -0.1549 1.7820 1.6858
5 C -0.3055 -2.9445 0.0377
6 C -0.5652 -1.4361 -0.0353
7 C 0.0585 -0.5009 0.7893
8 H 1.9645 1.2109 -1.8054
9 H 1.0376 -0.2467 -1.8572
10 H 0.6041 1.1407 -2.8008
11 H -1.0737 1.2927 -1.1915
12 H 0.0345 2.5511 -0.9573
13 H -0.0254 2.8527 1.4932
14 H -0.4942 1.5675 2.6892
15 H -0.7946 -3.3467 0.9276
16 H 0.7670 -3.1161 -0.0788
17 H -0.8269 -3.4261 -0.7971
18 H -0.9898 -1.0682 -0.9597
19 H 0.4627 -0.7847 1.7592

The calculation puts the molar mass at 96.17 g/mol. As for the energy above the lowest of the compared OMol25 structures with the same formula, charge and spin: 10.69 kcal per mole. The calculation puts the HOMO energy (spin up / spin down) at 0.44 / -2.78 eV. The total charge is -1. The multiplicity is 2. Its HOMO-LUMO gap (spin up / spin down) is 3.890 / 6.999 eV.



Computed, not measured: a 3-piece molecular cluster, C4H9NO2 overall at a distorted geometry, with ωB97M-V/def2-TZVPD.

Geometry (Å):
1 C -1.3159 0.4785 -0.1984
2 C -0.8294 1.7101 0.3310
3 C 0.1907 2.1648 -0.5220
4 N 0.3610 1.2437 -1.4899
5 C -0.4805 0.1838 -1.2767
6 H -2.1885 -0.0884 0.0369
7 H -1.0960 2.0857 1.3065
8 H 0.6453 3.1467 -0.4771
9 H 1.0384 1.4282 -2.2231
10 H -0.1746 -0.7837 -1.6807
11 O -0.1630 -1.6028 2.0354
12 H -0.0502 -1.6153 2.9914
13 H -0.7846 -0.8745 1.9229
14 O 1.8387 -2.4322 -0.5514
15 H 1.7251 -3.2675 -0.0947
16 H 1.2833 -1.7771 -0.1101

The calculation puts the molar mass at 103.12 g/mol. As for the energy above the lowest of the compared OMol25 structures with the same formula, charge and spin: 39.68 kcal per mole. The SMILES is c1cc[nH]c1.O.O. The calculation puts the HOMO energy at -8.29 eV. Its HOMO-LUMO gap is 9.072 eV.



Computed, not measured: C21H33O16Rb2 as an isolated structure at a distorted geometry, with ωB97M-V/def2-TZVPD.

Geometry (Å):
1 Rb 5.0229 -1.7721 -1.0297
2 Rb 5.0580 2.2872 -0.0116
3 C 1.7484 0.1438 0.1507
4 O 3.0127 0.2937 -0.3883
5 H 1.4874 0.7230 1.0607
6 H 0.9886 0.5285 -0.5565
7 H 1.4628 -0.8947 0.3876
8 C -2.8428 -0.2570 -6.4475
9 C -2.8559 0.6500 -5.2218
10 C -3.2410 -0.0318 -3.8929
11 O -2.0369 0.0064 -3.1377
12 C -1.1218 0.7663 -3.7286
13 O -0.0335 1.0082 -3.2981
14 O -1.5482 1.1837 -4.9273
15 H -2.2598 0.1879 -7.2485
16 H -3.8871 -0.3517 -6.7452
17 H -2.4437 -1.2303 -6.1593
18 H -3.5308 1.4833 -5.4159
19 H -3.5761 -1.0675 -3.9629
20 H -4.0311 0.4924 -3.3491
21 C -0.2251 -3.8862 -1.1396
22 C -0.7740 -2.7309 -1.9216
23 C 0.2693 -2.0647 -2.8245
24 O -0.4368 -1.8929 -4.0533
25 C -1.6082 -2.5340 -4.0233
26 O -2.3880 -2.5325 -4.9221
27 O -1.7882 -3.1582 -2.8417
28 H 0.5447 -3.5816 -0.4311
29 H 0.2140 -4.6222 -1.8231
30 H -0.9819 -4.4840 -0.6291
31 H -1.1989 -1.9546 -1.2787
32 H 1.1219 -2.7314 -2.9906
33 H 0.6270 -1.0845 -2.5103
34 C 0.8066 4.0656 2.0842
35 C 1.8130 4.0151 3.2207
36 C 1.5529 2.9033 4.2251
37 O 2.7206 2.0747 4.1876
38 C 3.6034 2.5887 3.3382
39 O 4.7208 2.1810 3.1721
40 O 3.1307 3.6750 2.7186
41 H -0.1563 4.3440 2.5162
42 H 0.7761 3.0831 1.6144
43 H 1.0049 4.8347 1.3377
44 H 1.8772 5.0109 3.6579
45 H 0.6528 2.3168 4.0423
46 H 1.4735 3.3262 5.2280
47 C -1.3968 2.8916 -0.5430
48 C -2.2418 2.1121 0.4504
49 C -2.2379 0.5921 0.1746
50 O -1.6554 0.0288 1.3392
51 C -1.4178 0.9795 2.2503
52 O -0.9584 0.7684 3.3242
53 O -1.6853 2.2185 1.7683
54 H -0.3836 2.4992 -0.5266
55 H -1.4730 3.9611 -0.3627
56 H -1.7893 2.6571 -1.5364
57 H -3.2757 2.4565 0.4912
58 H -1.6413 0.4135 -0.7170
59 H -3.2797 0.3106 0.0337
60 C 3.0428 -1.7345 3.6476
61 C 1.5991 -2.0739 4.0111
62 C 0.6530 -2.4657 2.8646
63 O 0.0181 -3.6313 3.3701
64 C 0.7212 -4.1477 4.4001
65 O 0.5496 -5.2333 4.8360
66 O 1.6538 -3.2632 4.8089
67 H 3.3531 -2.4176 2.8491
68 H 3.7239 -1.8860 4.4815
69 H 3.1618 -0.7087 3.2962
70 H 1.1703 -1.2749 4.6185
71 H 1.1520 -2.6833 1.9188
72 H -0.0870 -1.6801 2.7192

The calculation puts the molar mass at 712.41 g/mol. As for the energy above the lowest of the compared OMol25 structures with the same formula, charge and spin: 0.00 kcal per mole. The calculation puts the HOMO energy at -10.43 eV. The total charge is +1. Its HOMO-LUMO gap is 6.629 eV.



Computed, not measured: a 15-piece molecular cluster, C6H41NO14 overall at a distorted geometry, with ωB97M-V/def2-TZVPD.

Geometry (Å):
1 C 0.2313 -0.5039 -3.3172
2 C 0.5227 -1.1476 -1.9685
3 C 1.6625 -0.4014 -1.2490
4 C 1.1348 0.8341 -0.5705
5 C 1.5878 1.3356 0.5663
6 C 0.9874 2.5647 1.2018
7 N 0.8300 -2.5875 -2.1059
8 H 1.1177 -0.5265 -3.9632
9 H -0.5926 -0.9865 -3.8349
10 H -0.0501 0.5470 -3.1849
11 H -0.3675 -1.0921 -1.3282
12 H 2.4163 -0.1312 -2.0027
13 H 2.1095 -1.0991 -0.5401
14 H 0.3234 1.3387 -1.0939
15 H 2.4243 0.9152 1.1153
16 H -0.0888 2.6215 1.0356
17 H 1.1186 2.5838 2.2875
18 H 1.4644 3.4465 0.7693
19 H -0.0552 -3.0413 -2.3099
20 H 1.4467 -2.7685 -2.8923
21 H 2.6119 4.6175 -0.3661
22 H 1.2086 4.4910 0.2351
23 O 2.1086 4.8241 0.4298
24 H -2.0356 -2.3605 -0.9215
25 H -2.7167 -2.9378 -2.2448
26 O -2.0270 -2.3455 -1.9237
27 H 3.8842 -1.7635 1.6696
28 H 2.5531 -2.0935 2.3647
29 O 3.4109 -2.4890 2.0891
30 H -3.4179 0.2993 -2.6458
31 H -2.2588 -0.6188 -2.1665
32 O -2.5002 0.3302 -2.3246
33 H -0.1111 -0.5185 1.8998
34 H -1.3380 0.2630 2.3838
35 O -0.9517 -0.1351 1.5606
36 H -0.7891 4.4469 -1.1194
37 H -0.8306 2.9889 -0.5384
38 O -0.2217 3.7227 -0.8217
39 H 2.4842 -3.4123 0.6421
40 H 1.5753 -3.5414 -0.6735
41 O 1.8714 -4.0025 0.1572
42 H -3.1388 2.1031 0.9368
43 H -4.5116 1.6752 1.4877
44 O -3.7295 2.1844 1.7270
45 H 0.7151 -1.5564 3.8292
46 H 0.5148 -2.3928 2.5356
47 O 0.9622 -1.5833 2.8961
48 H -2.8714 1.4825 3.0778
49 H -1.7866 1.7427 4.1495
50 O -2.2070 1.0297 3.6511
51 H 2.4240 2.4518 -1.9914
52 H 1.2695 3.4831 -1.7980
53 O 2.1661 3.3569 -2.1792
54 H -0.2134 -4.6838 2.2877
55 H 0.6673 -4.0096 1.1957
56 O -0.1055 -3.8419 1.8473
57 H -2.1285 1.2607 -0.9851
58 H -1.4148 1.0403 0.3755
59 O -1.8612 1.7435 -0.1587
60 H -1.5054 -3.0965 1.0914
61 H -1.8257 -1.5900 1.0210
62 O -2.1526 -2.4663 0.7026

The calculation puts the molar mass at 351.39 g/mol. As for the energy above the lowest of the compared OMol25 structures with the same formula, charge and spin: 24.14 kcal per mole. The calculation puts the HOMO energy at -8.65 eV. Its HOMO-LUMO gap is 8.784 eV.



Computed, not measured: C31H27IMnN7O6 as an isolated structure, with ωB97M-V/def2-TZVPD.

Geometry (Å):
1 Mn 0.1140 0.2393 -0.0461
2 C 3.9318 -0.6319 0.9630
3 C 3.4882 -1.5952 -0.1059
4 C 4.1054 -2.8353 -0.1904
5 C 3.8272 -3.7032 -1.2330
6 C 2.9537 -3.3152 -2.2333
7 C 2.3102 -2.0849 -2.1836
8 C 1.4727 -1.6574 -3.3572
9 C 2.5400 -1.2472 -1.0806
10 N 1.8542 -0.0037 -0.9650
11 C 2.4561 1.0894 -1.5246
12 O 3.4802 1.1172 -2.1641
13 C 1.6747 2.3294 -1.1996
14 C 2.0997 3.6232 -1.4245
15 C 1.3143 4.6677 -0.9528
16 C 0.1412 4.3842 -0.2581
17 C -0.2253 3.0646 -0.0982
18 N 0.5228 2.0704 -0.5810
19 C -1.5041 2.5860 0.5273
20 O -2.3006 3.3521 1.0182
21 N -1.6205 1.2227 0.4417
22 C -2.9244 0.6798 0.3758
23 C -3.8032 1.0727 -0.6629
24 C -3.4471 2.1037 -1.6963
25 C -5.0568 0.4822 -0.7303
26 C -5.4589 -0.4670 0.1929
27 C -4.6063 -0.8277 1.2233
28 C -3.3465 -0.2597 1.3356
29 C -2.4846 -0.6013 2.5179
30 H 4.1039 -1.1475 1.9082
31 H 3.2220 0.1783 1.1181
32 H 4.8770 -0.1789 0.6553
33 H 4.8200 -3.1201 0.5722
34 H 4.3171 -4.6668 -1.2752
35 H 2.7657 -3.9660 -3.0788
36 H 0.7570 -2.4344 -3.6317
37 H 2.1228 -1.4918 -4.2182
38 H 0.9389 -0.7340 -3.1649
39 H 3.0269 3.7774 -1.9593
40 H 1.6098 5.6940 -1.1245
41 H -0.5002 5.1563 0.1447
42 H -2.3754 2.1552 -1.8904
43 H -3.7653 3.0903 -1.3528
44 H -3.9591 1.8924 -2.6347
45 H -5.7355 0.7772 -1.5217
46 H -6.4415 -0.9144 0.1204
47 H -4.9360 -1.5400 1.9693
48 H -3.0616 -1.1505 3.2586
49 H -2.0956 0.3054 2.9865
50 H -1.6408 -1.2240 2.2293
51 O 2.1492 -2.2140 4.7574
52 C 2.1653 -0.9053 4.9003
53 O 2.6083 -0.3483 5.8654
54 C 1.6100 -0.0845 3.7721
55 C 1.5538 1.2961 3.7864
56 N 1.0708 1.6989 2.6039
57 N 0.8065 0.6578 1.8129
58 C 1.1194 -0.4349 2.5082
59 C 0.7962 -1.7266 1.8306
60 O 1.0282 -2.7999 2.3368
61 O 0.1875 -1.5434 0.6927
62 H 1.7583 -2.5362 3.9145
63 H 1.8268 1.9726 4.5801
64 H 0.8825 2.6441 2.3073
65 I -3.9127 -0.7918 -4.6143
66 C -2.6243 -1.0287 -3.0118
67 C -2.5638 -2.0840 -2.1198
68 N -1.6017 -1.7946 -1.2404
69 N -1.0310 -0.6125 -1.5124
70 C -1.6441 -0.1342 -2.5918
71 H -3.1307 -2.9984 -2.0795
72 H -1.2434 -2.3501 -0.4748
73 H -1.3691 0.8051 -3.0420

The calculation puts the molar mass at 775.44 g/mol. The calculation puts the HOMO energy (spin up / spin down) at -11.20 / -11.44 eV. The total charge is +1. The multiplicity is 4. Its HOMO-LUMO gap (spin up / spin down) is 5.561 / 6.211 eV.



Computed, not measured: a 2-piece molecular cluster, C3H4BrN overall at a distorted geometry, with ωB97M-V/def2-TZVPD.

Geometry (Å):
1 C 0.4927 -2.6566 -0.5627
2 C 0.1764 0.2828 -0.5239
3 C 0.1251 -2.0468 0.6116
4 N 0.7275 -2.9040 -1.6421
5 Br -1.6969 -2.2203 1.1680
6 H 1.2208 0.0874 -0.7947
7 H -0.0879 0.8555 0.2988
8 H -0.5664 0.0695 -1.2502
9 H 0.8044 -1.8777 1.3544

The calculation puts the molar mass at 133.98 g/mol. As for the energy above the lowest of the compared OMol25 structures with the same formula, charge and spin: 79.66 kcal per mole. The calculation puts the HOMO energy (spin up / spin down) at -9.15 / -9.13 eV. Its HOMO-LUMO gap (spin up / spin down) is 7.864 / 8.783 eV.



Q: Which value of molar mass does entry 1 give?
A: 96.17 g/mol



Q: Which of these has the lowest molar mass?
A: C7H12



Q: What is the formula in the fourth record?
A: C6H41NO14



Q: Which value of molar mass does entry 2 give?
A: 103.12 g/mol